No. 1
Below is a 2-piece molecular cluster, C16H25N3O3PS2 overall, with properties calculated with wB97M-V/def2-TZVPD.

Each line ends with the Mulliken charge.
Atoms and positions in Å:
H  -4.601  0.853  -2.885  0.402
H  2.950  2.109  1.860  0.362
S  -1.906  -1.323  1.332  -0.209
P  0.778  0.435  -0.303  0.515
H  1.655  -1.649  -0.664  0.500
C  5.712  -1.808  0.650  -0.552
C  7.625  -0.388  0.676  -0.434
C  -1.713  -2.308  -0.172  -0.712
H  1.986  4.110  1.175  0.311
H  -2.877  -0.114  -1.436  0.186
C  0.700  -1.335  -0.216  -0.851
C  -1.315  1.670  0.349  0.668
H  1.044  3.333  -0.089  0.231
C  -3.830  0.185  -0.989  -0.083
H  -0.082  -2.883  -1.453  0.459
S  -3.955  0.299  2.537  -0.069
H  -6.088  -1.563  -0.477  0.318
O  1.482  1.009  0.963  -0.413
H  -7.461  0.384  -0.077  0.381
O  -1.872  2.213  1.180  -0.318
N  -4.236  -0.790  0.069  -0.004
H  7.714  -2.510  1.003  0.393
C  -4.936  0.268  -2.026  -0.895
O  -6.058  0.932  -1.480  -0.412
C  -3.515  -0.580  1.245  0.080
H  3.344  1.641  0.220  0.266
H  -5.988  -1.114  1.216  0.551
H  -0.752  -1.320  -1.854  0.340
C  2.546  2.030  0.852  -0.102
C  7.082  -1.656  0.797  -0.299
H  0.722  -1.647  0.832  0.580
H  -3.736  1.184  -0.537  0.283
H  -5.199  -0.737  -2.387  0.336
H  -2.623  -2.156  -0.753  0.367
C  2.040  3.383  0.363  -0.976
C  6.776  0.676  0.412  -0.297
H  7.169  1.681  0.313  0.381
H  3.875  -0.768  0.276  -0.058
H  8.687  -0.220  0.783  0.375
H  -1.696  -3.369  0.087  0.532
C  -5.709  -0.797  0.209  -0.938
H  1.529  0.780  -1.424  0.096
C  4.954  -0.681  0.388  0.358
H  -6.096  1.317  0.553  0.228
N  -0.696  1.116  -0.569  -0.260
N  5.458  0.546  0.266  -0.309
C  -0.467  -1.961  -1.012  -0.726
H  5.242  -2.778  0.741  0.362
C  -6.377  0.520  -0.146  -0.299
H  2.715  3.784  -0.398  0.353

Summary:
Net charge: +1
F_max in eV/A: 0.7
Electronic energy in eV: -58562.615
HOMO level in eV: -11.346
Lowest unoccupied orbital energy in eV: -2.77

***

No. 2
Below is a 13-piece molecular cluster, C17H59N24O16S overall at a distorted geometry, with properties calculated with wB97M-V/def2-TZVPD.

Each line ends with the Mulliken charge.
Atoms and positions in Å:
H  -4.142  0.257  -7.598  0.253
H  -0.241  4.979  0.775  0.126
H  -3.664  -0.541  -1.972  0.279
N  5.579  4.364  3.994  -0.262
O  2.482  -4.153  -0.813  -0.740
H  1.294  2.939  4.180  0.183
H  1.553  3.532  0.770  0.141
H  -1.274  3.589  0.850  0.178
H  -0.454  -3.742  6.011  0.131
O  -0.663  1.214  1.112  -0.764
H  -6.888  -2.609  -8.770  0.219
H  -2.162  -1.127  9.601  0.219
N  -1.165  4.594  0.808  -0.133
O  0.058  -0.661  -0.188  -0.822
H  -2.798  -1.637  -0.954  0.366
H  3.299  1.408  1.501  0.090
H  3.150  -4.165  2.299  0.154
H  4.028  1.382  3.735  0.106
N  -3.345  0.784  -7.285  -0.168
H  7.743  -2.761  2.100  0.173
N  3.013  0.135  -4.445  -0.371
H  -6.808  -2.942  -5.247  0.157
H  2.981  0.221  -3.446  0.222
C  -5.288  -1.606  1.703  0.719
C  -2.312  0.416  -0.651  -0.858
H  7.687  3.284  1.830  0.194
C  -3.305  1.722  -4.112  -0.698
O  2.635  4.971  3.414  -0.745
C  6.807  4.046  3.500  0.568
H  -0.786  -1.400  -2.446  0.478
N  4.465  0.498  3.558  -0.298
C  -2.387  -1.083  7.579  0.654
N  0.093  -2.975  5.673  -0.342
N  -2.336  -0.516  8.826  -0.398
C  -6.365  -1.834  -6.964  0.656
N  2.041  -0.634  -6.405  -0.416
C  0.470  -2.820  4.369  0.596
H  0.325  -3.715  2.548  0.182
C  -2.698  1.690  -8.056  0.533
N  -6.913  -2.785  -7.784  -0.403
H  0.875  2.488  2.548  0.169
H  -4.015  1.330  -9.656  0.156
C  2.047  4.149  2.717  0.485
N  1.352  3.095  3.193  -0.164
H  8.046  -6.284  2.174  0.233
N  6.802  3.534  2.227  -0.316
O  -2.853  0.402  -4.360  -0.493
O  7.841  4.199  4.131  -0.681
H  -1.168  1.014  -3.228  0.422
H  5.968  3.397  1.689  0.159
C  2.486  -3.775  0.350  0.523
H  1.425  -2.023  0.113  0.059
N  3.115  -4.474  1.347  -0.237
N  0.071  -3.812  3.518  -0.300
H  1.291  -1.113  -6.863  0.223
O  5.794  -5.268  1.961  -0.644
H  -6.000  -1.431  -5.010  0.205
O  -2.226  -2.277  7.398  -0.626
H  -0.894  -0.183  -4.448  0.285
N  -6.409  -2.107  -5.630  -0.356
H  2.778  -0.238  -6.954  0.140
N  1.895  -2.624  0.776  0.319
C  -1.753  -1.021  -2.743  -0.961
H  1.919  -2.329  1.737  0.006
H  -6.386  0.102  1.583  0.219
H  6.009  -2.773  1.978  0.361
H  0.355  -2.252  6.313  0.157
O  1.072  -1.019  -4.388  -0.602
O  -5.040  -1.691  0.518  -0.616
H  3.692  0.075  0.474  0.111
H  8.928  -4.799  2.239  0.141
S  -0.595  0.635  -0.222  1.150
H  3.773  0.544  -4.952  0.141
C  -1.599  0.136  -3.697  -0.472
O  4.960  -1.221  2.162  -0.902
O  -1.729  2.338  -7.689  -0.677
O  0.010  1.576  -1.158  -0.789
H  -6.253  -0.494  3.200  0.149
H  -2.640  -0.602  5.622  0.200
N  8.055  -5.283  2.166  -0.418
H  -2.790  0.250  0.306  0.264
H  -2.208  -1.817  -3.332  0.414
N  -2.620  -0.218  6.549  -0.349
H  4.935  0.025  4.306  0.193
H  -3.300  1.930  -3.042  0.320
H  3.605  -5.309  1.093  0.199
N  3.765  0.531  1.364  -0.153
H  -4.258  -3.265  2.268  0.205
H  -0.452  -4.614  3.809  0.163
O  -5.864  -0.810  -7.397  -0.717
N  -4.825  -2.517  2.618  -0.406
N  -2.067  6.717  0.745  -0.376
C  6.841  -4.642  2.051  0.621
C  -2.291  5.358  0.804  0.557
H  -2.460  0.464  8.995  0.157
N  2.022  4.216  1.344  -0.234
N  -6.044  -0.587  2.225  -0.410
C  1.979  -0.542  -5.036  0.664
H  -3.025  0.616  -6.340  0.300
O  -3.419  4.901  0.851  -0.670
H  5.540  4.739  4.922  0.151
H  -2.871  7.313  0.739  0.219
N  6.890  -3.281  2.040  -0.269
H  -2.746  0.769  6.669  0.155
H  -2.773  2.504  -9.929  0.221
H  4.718  4.251  3.487  0.190
H  -7.325  -3.634  -7.448  0.156
H  -1.153  7.125  0.708  0.151
O  1.111  -1.852  3.989  -0.589
H  -5.011  -2.462  3.600  0.155
N  -3.220  1.842  -9.326  -0.372
C  -2.678  -0.754  -1.567  -0.362
H  -4.321  1.834  -4.470  0.238
C  4.433  -0.127  2.346  0.627
H  -2.647  2.451  -4.579  0.317
H  -2.677  1.370  -1.010  0.174
H  2.494  4.987  0.909  0.178

Summary:
Net charge: -1
F_max in eV/A: 1.7
Electronic energy in eV: -97959.491
HOMO level in eV: -5.936
Lowest unoccupied orbital energy in eV: 1.76

***

No. 3
Below is a 2-piece molecular cluster, C29H50Cl3F3N6O5 overall at a distorted geometry, with properties calculated with wB97M-V/def2-TZVPD.

Each line ends with the Mulliken charge.
Atoms and positions in Å:
H  -2.021  2.885  -5.640  0.411
N  -0.405  0.647  1.776  0.769
H  -2.821  1.992  -4.344  0.323
C  -1.949  3.551  0.931  -0.097
O  2.344  2.049  3.537  -0.389
H  -2.599  -0.506  9.081  0.294
H  1.221  2.717  1.137  0.613
H  5.006  -0.022  -2.955  0.419
C  2.908  0.461  -2.541  -0.184
H  -1.653  -4.211  -2.586  0.611
F  -0.793  -2.498  5.256  -0.309
H  -0.197  2.297  -4.328  0.413
H  0.094  -0.370  -4.804  -0.109
C  4.010  -0.219  -3.348  -1.806
C  0.860  -1.260  -0.593  -1.461
H  -1.733  -2.463  -2.645  0.397
F  -0.285  -0.854  6.552  -0.290
H  3.978  0.209  -4.351  0.463
C  0.803  -1.831  -2.002  1.125
H  -0.154  -1.263  -0.210  0.568
C  -2.268  2.903  -4.578  -0.634
C  0.146  1.612  -1.939  -1.103
C  -1.095  -2.129  -4.934  0.657
C  -1.331  -1.475  5.994  0.784
H  0.988  2.101  -2.425  0.173
H  -1.254  3.262  -1.713  0.252
O  -2.230  -1.782  -5.101  -0.557
H  -1.038  -5.412  -4.720  0.352
H  -0.103  -3.528  -0.966  0.456
H  0.060  0.643  -2.421  -0.814
F  -1.782  -0.602  5.017  -0.363
H  0.903  4.637  0.076  0.313
Cl  3.521  -0.024  4.499  -0.174
H  -0.845  0.840  3.546  0.447
H  3.841  -1.288  -3.462  0.318
N  1.095  -3.421  2.385  -0.462
H  -1.131  0.887  7.671  0.186
C  -3.128  4.145  -4.285  -1.227
H  -3.044  -2.650  6.274  0.224
O  -0.481  1.481  2.916  -0.425
H  0.187  -1.232  -2.667  -0.426
C  -2.427  -2.017  6.965  0.077
N  0.947  3.880  -0.591  -0.232
N  1.844  0.018  1.194  1.584
Cl  -2.036  0.174  -0.245  -0.149
H  -4.038  3.892  -3.742  0.299
N  0.567  -1.152  2.765  0.715
C  -3.050  -0.002  8.220  -0.309
H  3.868  -0.189  1.816  0.860
Cl  3.854  -1.291  -0.622  -0.159
H  3.523  0.978  -0.596  0.870
H  -4.006  0.414  8.557  0.313
H  1.616  4.144  -1.300  0.226
H  -2.519  1.519  6.775  0.175
H  -0.321  -1.193  3.268  0.176
H  1.961  0.222  -3.008  -0.132
H  2.384  2.452  -0.109  0.241
H  0.885  -3.967  -2.381  0.467
C  2.853  1.024  3.256  0.472
H  1.551  -2.319  4.157  0.400
H  -3.419  4.648  -5.206  0.346
C  -1.106  2.392  -2.343  -0.790
C  -1.383  2.510  0.723  -1.405
C  -1.081  -3.320  -2.844  -1.116
C  1.525  -2.223  3.072  -0.734
C  -1.502  -4.456  -4.957  -1.195
H  -2.554  -4.477  -4.659  0.410
C  3.060  0.539  1.828  -1.097
H  0.510  -3.992  2.985  0.261
C  2.899  0.206  -1.027  -0.143
H  -2.249  1.984  8.467  0.436
C  -2.181  1.162  7.750  -0.955
H  1.904  -3.986  2.159  0.233
C  0.175  -3.242  -1.984  -1.024
C  1.321  2.628  0.052  -1.845
H  -2.578  4.873  -3.687  0.319
C  0.710  -0.176  1.918  -1.829
H  3.048  1.537  -2.677  0.465
H  -0.072  -1.036  -6.447  0.475
O  -3.400  -0.944  7.236  -0.393
H  -2.001  1.774  -2.311  0.493
C  0.545  1.371  -0.466  2.624
N  -0.749  -3.379  -4.295  0.146
C  0.067  -1.286  -5.396  -0.816
H  3.423  1.431  1.324  0.529
C  -0.952  2.886  -3.797  -0.881
H  -1.471  -4.320  -6.038  0.362
H  1.006  -1.819  -5.279  0.309
C  1.537  0.104  -0.292  -0.536
H  1.391  -2.000  0.008  0.921
H  -2.454  4.467  1.125  0.572
H  -0.568  3.910  -3.756  0.419
C  -0.716  1.239  0.480  0.417
H  1.791  -1.915  -2.453  -0.286
H  2.519  -1.936  2.745  0.513
O  -1.874  -2.583  7.972  -0.834

Summary:
Net charge: 0
Energy above the lowest of the compared OMol25 structures with the same formula, charge and spin in eV: 0.0000
F_max in eV/A: 1.1
Electronic energy in eV: -95774.273
HOMO level in eV: -6.245
Lowest unoccupied orbital energy in eV: -1.57